#P
The following is a quantum chemistry calculation of an isolated molecule of C6H9NS, from the OMol25 dataset.

Each line ends with the Mulliken charge.
Positions of all 17 atoms, in Å:
C  -3.1272  -0.0070  -0.2458  -0.898
C  -1.9279  0.5470  -0.1432  0.235
N  -0.7740  -0.1086  0.1541  0.197
C  -0.4610  -1.5156  0.3849  -0.831
C  1.0707  -1.0516  0.4413  0.421
C  1.9657  -1.5570  -0.6097  -1.331
C  0.5025  0.3436  0.1681  -0.196
S  1.2512  1.8180  0.0154  -0.319
H  -4.0012  0.6281  -0.4620  0.241
H  -3.3532  -1.0560  -0.1628  0.263
H  -1.8267  1.6492  -0.3143  0.235
H  -0.7349  -2.1329  -0.4508  0.358
H  -0.8761  -1.9327  1.3335  0.275
H  1.5279  -1.0243  1.4403  0.342
H  2.7238  -0.7910  -0.8204  0.327
H  1.3808  -1.7041  -1.5208  0.353
H  2.4205  -2.5194  -0.3408  0.329

Output
Total charge: 0
Frontier orbital gap in Eh: 0.326
SMILES: C=CN1C[C@@H](C)C1=S

#Q
The following is a quantum chemistry calculation of an isolated molecule of C6H9NS, from the OMol25 dataset.

Each line ends with the Mulliken charge.
Positions of all 17 atoms, in Å:
C  -0.4951  -0.9241  1.0874  -0.956
C  -1.2709  -0.4512  -0.1383  -0.280
S  -0.7643  -1.0213  -1.7898  -0.193
C  -0.5854  0.6000  -1.0025  -0.206
C  0.8577  1.0964  -0.6207  -1.118
C  0.9646  1.2142  0.8659  0.111
N  1.7772  0.2350  1.6056  -0.706
C  0.2843  0.2306  1.7825  0.003
H  -1.2723  -1.3565  1.7395  0.335
H  0.2617  -1.6986  0.8673  0.339
H  -2.3392  -0.3353  -0.0547  0.452
H  -1.2129  1.4495  -1.2869  0.429
H  1.1199  2.0638  -1.1135  0.382
H  1.6477  0.3811  -0.9061  0.340
H  0.9622  2.2546  1.1422  0.406
H  2.1706  0.7178  2.4146  0.250
H  -0.0806  0.6237  2.7494  0.414

Output
Total charge: 0
Frontier orbital gap in Eh: 0.352
SMILES: C1[C@@H]2S[C@@H]2C[C@@H]2N[C@H]12

Bottom line: #P, by a margin of 0.475 eV.

#P
The following is a quantum chemistry calculation of an isolated molecule of C6H9NS, from the OMol25 dataset.

Each line ends with the Mulliken charge.
Positions of all 17 atoms, in Å:
N  0.2275  -2.3049  -1.7255  -0.639
C  -0.4710  -1.0169  -1.3513  -0.549
C  -0.7498  -1.0375  0.1215  -0.253
C  0.3171  -0.6417  1.1166  -0.312
C  1.4726  0.1929  0.7027  -0.586
C  1.1940  1.3897  0.2470  -0.368
S  -0.5098  1.7907  0.2692  -0.225
C  -0.9517  0.1760  0.9268  -0.168
H  1.1846  -2.2414  -1.3425  0.217
H  0.2223  -2.3361  -2.7480  0.243
H  0.1104  -0.1316  -1.6843  0.267
H  -1.4243  -1.0280  -1.8811  0.388
H  -1.4155  -1.8215  0.4811  0.409
H  0.3902  -1.2635  2.0033  0.405
H  2.4609  -0.2552  0.8045  0.382
H  1.9260  2.1040  -0.1001  0.383
H  -1.7572  0.0827  1.6581  0.405

Output
Total charge: 0
Frontier orbital gap in Eh: 0.329
SMILES: NC[C@H]1[C@H]2C=CS[C@H]21

#Q
The following is a quantum chemistry calculation of a structure of composition C6H9NS, from the OMol25 dataset.

Each line ends with the Mulliken charge.
Positions of all 17 atoms, in Å:
C  0.3103  -2.1552  -0.7556  -1.171
C  0.7865  -0.7250  -0.6777  0.992
C  2.2358  -0.6365  -1.2465  -1.383
C  -0.6972  0.6704  0.6511  0.084
C  -1.0514  0.6379  -0.7418  -0.819
C  -0.1333  -0.0462  -1.6032  -0.282
H  -0.6422  -2.1412  -0.3006  0.396
H  0.1169  -2.3059  -1.9829  0.259
H  1.2849  -3.0998  -0.5595  0.250
H  2.3019  -1.0634  -2.2052  0.373
H  2.8374  -1.3754  -0.5733  0.315
H  2.4240  0.3707  -1.0817  0.449
H  1.0902  -0.3808  1.3233  0.283
H  -1.6865  1.3455  -1.1312  0.475
H  -0.1298  -0.0450  -2.7758  0.314
N  0.3306  -0.2393  0.5174  -0.184
S  -1.1634  1.4936  1.9942  -0.351

Output
Total charge: 0
Frontier orbital gap in Eh: 0.302

#R
The following is a quantum chemistry calculation of a cluster of 2 separate species, C6H9NS in total, from the OMol25 dataset.

Each line ends with the Mulliken charge.
Positions of all 17 atoms, in Å:
C  3.0190  0.4852  0.7684  -0.146
C  3.4487  0.1716  -0.4764  -0.392
C  2.5126  -0.0842  -1.5536  -0.801
S  1.3465  -1.3700  -0.8105  0.002
N  0.9407  -0.6414  0.5563  -0.229
C  1.6448  0.2751  1.1573  -0.094
H  3.6164  0.8275  1.6408  0.284
H  4.4054  0.3528  -0.8176  0.409
H  3.0221  -0.4943  -2.3675  0.375
H  1.8339  0.6437  -2.0187  0.274
H  1.2915  0.6974  2.1326  0.315
C  -2.2824  -0.7259  1.5150  -0.448
C  -2.1616  -1.1761  0.2859  -0.431
H  -2.0902  0.2494  1.9054  0.244
H  -2.7654  -1.3069  2.3574  0.180
H  -1.6634  -0.6216  -0.4148  0.283
H  -2.4370  -2.2334  -0.0601  0.176

Output
Total charge: 0
Frontier orbital gap in Eh: 0.315
SMILES: C1=CCSN=C1.C=C

Bottom line: #P, by a margin of 1.743 eV.

#P
The following is a quantum chemistry calculation of a structure of composition C6H9NS, from the OMol25 dataset.

Each line ends with the Mulliken charge.
Positions of all 17 atoms, in Å:
C  -1.7364  -0.9837  0.3635  -1.622
C  -0.4959  -0.3414  -0.0624  1.001
C  0.7964  -0.4104  0.8463  -0.802
C  1.4130  0.2030  -0.4919  0.025
C  0.6990  1.5964  -0.4473  -0.671
C  0.4769  -0.7986  -1.0592  -0.082
H  -1.5262  -2.0173  0.6301  0.351
H  -2.1323  -0.4493  1.2518  0.364
H  -2.4963  -1.0322  -0.4086  0.349
H  0.5627  0.4539  1.6490  0.221
H  1.1742  -1.3605  1.1004  0.447
H  2.5436  0.4380  -0.5003  0.355
H  0.7305  2.0363  -1.4334  0.367
H  1.2237  2.1684  0.3802  0.294
H  -1.0825  1.5477  0.4566  0.270
N  -0.7128  1.0547  -0.3071  -0.527
S  0.5623  -2.1048  -1.9677  -0.342

Output
Total charge: 0
Frontier orbital gap in Eh: 0.319

#Q
The following is a quantum chemistry calculation of an isolated molecule of C6H9NS, from the OMol25 dataset.

Each line ends with the Mulliken charge.
Positions of all 17 atoms, in Å:
C  -1.8784  -1.1897  1.0160  -0.839
C  -1.2372  -0.0696  0.6624  -0.348
C  0.1716  -0.0422  0.1379  0.099
C  1.0781  -0.8907  0.7784  -0.037
N  2.3413  -1.0813  0.5216  -0.270
C  0.5109  0.8579  -0.9174  0.701
C  -0.5916  1.7287  -1.4461  -1.357
S  2.0237  1.0023  -1.6209  -0.506
H  -2.9197  -1.1572  1.4530  0.223
H  -1.4300  -2.1485  0.9291  0.348
H  -1.7352  0.8877  0.7861  0.285
H  0.6481  -1.4726  1.6603  0.287
H  2.7810  -0.5297  -0.2818  0.070
H  2.9251  -1.7171  1.0851  0.247
H  -1.4996  1.1502  -1.7324  0.364
H  -0.9275  2.4065  -0.7050  0.359
H  -0.2608  2.2651  -2.3263  0.374

Output
Total charge: 0
Frontier orbital gap in Eh: 0.296
SMILES: C=C/C(=C/N)C(C)=S

Bottom line: #Q, by a margin of 1.730 eV.

#P
The following is a quantum chemistry calculation of a cluster of 4 separate species, C16H32O8S4 in total, from the OMol25 dataset.

Each line ends with the Mulliken charge.
Positions of all 60 atoms, in Å:
O  2.7489  -3.4924  1.0554  -0.725
S  2.1899  -3.7587  2.3418  1.290
O  1.0924  -2.9834  2.8363  -0.643
C  1.7234  -5.4768  2.3825  -0.888
C  2.9693  -6.1862  2.8841  -0.547
C  3.5064  -5.3137  4.0263  -0.676
C  3.4985  -3.8514  3.5653  -0.634
H  1.3657  -5.7190  1.3836  0.418
H  0.8867  -5.5848  3.0721  0.334
H  2.7398  -7.1910  3.2371  0.357
H  3.7276  -6.2508  2.1024  0.279
H  4.4998  -5.6488  4.3277  0.342
H  2.8907  -5.3849  4.9245  0.308
H  4.4096  -3.4478  3.1323  0.410
H  3.1904  -3.1948  4.3754  0.341
O  -0.0291  3.5034  -4.9988  -0.693
S  0.8838  3.4044  -3.8923  1.197
O  1.7928  2.2935  -3.7935  -0.659
C  1.8329  4.9189  -3.7241  -0.658
C  1.4742  5.5089  -2.3663  -0.730
C  0.9349  4.3904  -1.4443  -0.580
C  0.0270  3.5481  -2.3284  -0.390
H  1.5854  5.5761  -4.5562  0.347
H  2.8841  4.6622  -3.8497  0.377
H  2.3089  6.0534  -1.9274  0.355
H  0.6704  6.2367  -2.5020  0.301
H  0.3517  4.8636  -0.6555  0.394
H  1.7388  3.8116  -0.9933  0.288
H  -0.9600  3.9773  -2.4883  0.336
H  -0.0890  2.5293  -1.9577  0.135
O  2.7802  -0.6980  3.4421  -0.565
S  2.2195  0.3984  2.6939  1.076
O  2.5820  1.7562  3.0032  -0.696
C  2.4471  0.1179  0.9505  -0.549
C  1.1403  0.5834  0.3227  -0.427
C  0.0448  -0.0206  1.2208  -0.355
C  0.4196  0.2362  2.6710  -0.839
H  2.5377  -0.9633  0.8124  0.193
H  3.3425  0.5893  0.5540  0.470
H  1.0249  1.6697  0.4026  0.064
H  0.9785  0.2830  -0.7095  0.421
H  0.0001  -1.0937  1.0126  0.289
H  -0.9412  0.3675  0.9650  0.081
H  0.1938  -0.5503  3.3869  0.408
H  0.0207  1.1797  3.0431  0.435
O  -4.9222  1.6486  0.1906  -0.689
S  -4.2096  1.0445  -0.9075  1.075
O  -2.7829  1.1733  -1.0405  -0.527
C  -4.6333  -0.6967  -1.0219  -0.689
C  -5.8281  -0.7396  -1.9606  -0.567
C  -5.5085  0.2368  -3.0842  -0.563
C  -5.0789  1.5349  -2.4206  -0.738
H  -4.7747  -1.0861  -0.0170  0.400
H  -3.7785  -1.1895  -1.4872  0.347
H  -6.0407  -1.7478  -2.3146  0.328
H  -6.7279  -0.4242  -1.4222  0.294
H  -6.3386  0.4084  -3.7674  0.323
H  -4.6689  -0.1326  -3.6805  0.281
H  -5.9144  2.1158  -2.0291  0.352
H  -4.4290  2.2058  -2.9778  0.380

Output
Total charge: 0
Frontier orbital gap in Eh: 0.385
SMILES: O=S1(=O)CCCC1.O=S1(=O)CCCC1.O=S1(=O)CCCC1.O=S1(=O)CCCC1

#Q
The following is a quantum chemistry calculation of a cluster of 4 separate species, C16H32O8S4 in total, from the OMol25 dataset.

Each line ends with the Mulliken charge.
Positions of all 60 atoms, in Å:
O  -29.7023  -3.1070  -16.4624  -0.395
S  -28.5891  -2.1962  -16.6632  0.844
O  -27.3873  -2.3378  -15.8623  -0.664
C  -28.2064  -2.1353  -18.4212  -0.767
C  -28.9835  -0.9018  -18.9406  -0.495
C  -28.8059  0.1989  -17.8743  -0.703
C  -29.2050  -0.4827  -16.5796  -0.371
H  -28.4948  -3.1114  -18.8019  0.399
H  -27.1568  -1.8969  -18.5781  0.384
H  -28.5897  -0.6305  -19.9192  0.412
H  -30.0386  -1.1462  -19.0789  0.158
H  -29.4652  1.0406  -18.0726  0.357
H  -27.7696  0.5349  -17.8562  0.293
H  -30.2915  -0.6023  -16.5269  0.280
H  -28.9430  -0.0062  -15.6334  0.322
O  -32.6202  -3.3439  -14.0516  -0.662
S  -32.5449  -4.6821  -13.4989  1.205
O  -32.1124  -4.9414  -12.1357  -0.707
C  -34.1199  -5.5198  -13.7604  -0.872
C  -33.8131  -6.7283  -14.6391  -0.901
C  -32.6688  -6.3434  -15.5904  0.061
C  -31.6032  -5.7074  -14.6746  -0.557
H  -34.7518  -4.7867  -14.2667  0.321
H  -34.5461  -5.6779  -12.7724  0.500
H  -33.4870  -7.5193  -13.9585  0.377
H  -34.6763  -7.1057  -15.1839  0.383
H  -32.9844  -5.5802  -16.3020  -0.412
H  -32.3334  -7.2236  -16.1306  0.457
H  -30.8263  -5.0942  -15.1286  0.231
H  -31.1282  -6.5286  -14.1340  0.433
O  -28.5250  0.6585  -12.9785  -0.635
S  -28.0169  -0.2221  -11.9329  1.082
O  -27.0554  0.2315  -10.9367  -0.688
C  -29.4419  -0.9803  -11.1137  -0.757
C  -29.5713  -2.4050  -11.7140  -0.550
C  -28.7681  -2.4737  -13.0418  -0.077
C  -27.4687  -1.7446  -12.8028  -0.807
H  -30.3169  -0.3905  -11.3632  0.439
H  -29.2038  -1.1361  -10.0671  0.363
H  -29.1666  -3.1271  -11.0097  0.377
H  -30.6058  -2.6108  -11.9751  0.091
H  -29.3873  -2.0465  -13.8317  -0.155
H  -28.6578  -3.5142  -13.3477  0.513
H  -26.8632  -1.4304  -13.6504  0.379
H  -26.7601  -2.2783  -12.1652  0.400
O  -33.6522  -5.7865  -18.8137  -0.622
S  -33.3928  -4.4312  -19.2568  1.192
O  -32.9582  -4.1717  -20.6175  -0.717
C  -34.7842  -3.4007  -18.8126  -0.885
C  -34.5414  -3.1314  -17.3216  -0.487
C  -33.0642  -2.7099  -17.2252  -0.312
C  -32.2384  -3.6711  -18.0700  -0.547
H  -35.7114  -3.9240  -19.0401  0.474
H  -34.7195  -2.5304  -19.4659  0.369
H  -35.2245  -2.3911  -16.9032  0.434
H  -34.7615  -4.0255  -16.7327  0.065
H  -32.7541  -2.6585  -16.1804  0.018
H  -33.0111  -1.6861  -17.6000  0.403
H  -31.6888  -4.4937  -17.6221  0.365
H  -31.5133  -3.0656  -18.6132  0.369

Output
Total charge: 0
Frontier orbital gap in Eh: 0.382
SMILES: O=S1(=O)CCCC1.O=S1(=O)CCCC1.O=S1(=O)CCCC1.O=S1(=O)CCCC1

Bottom line: #P, by a margin of 0.138 eV.